C20H17NOS | ωB97M-V/def2-TZVPD

For the relative energy (zero: lowest compared OMol25 entry of this formula, charge and spin), the calculation gives 0.0 kJ/mol. The HOMO-LUMO gap comes out at 8.85 eV. The value obtained for the HOMO energy is -0.3057 hartree. Its SMILES is Cc1ccc(C(=O)Nc2ccccc2Sc2ccccc2)cc1.

Geometry (Å):
C  -5.391  -0.272  -0.786
C  -3.948  -0.606  -0.572
C  -2.949  0.165  -1.154
C  -1.613  -0.142  -0.983
C  -1.237  -1.239  -0.211
C  0.166  -1.643  0.090
O  0.421  -2.498  0.915
N  1.132  -0.978  -0.615
C  2.506  -1.011  -0.392
C  3.153  -2.135  0.112
C  4.523  -2.128  0.301
C  5.273  -1.008  -0.014
C  4.642  0.122  -0.503
C  3.269  0.129  -0.678
S  2.508  1.605  -1.333
C  1.269  1.987  -0.111
C  1.316  1.489  1.183
C  0.291  1.787  2.063
C  -0.764  2.591  1.668
C  -0.788  3.115  0.386
C  0.223  2.814  -0.506
C  -2.240  -2.009  0.376
C  -3.572  -1.702  0.196
H  -6.008  -0.683  0.008
H  -5.732  -0.693  -1.733
H  -5.537  0.806  -0.828
H  -3.221  1.024  -1.750
H  -0.886  0.505  -1.452
H  0.835  -0.236  -1.235
H  2.568  -3.005  0.356
H  5.007  -3.011  0.692
H  6.343  -1.007  0.127
H  5.206  1.010  -0.743
H  2.140  0.868  1.501
H  0.323  1.384  3.064
H  -1.563  2.813  2.359
H  -1.602  3.753  0.074
H  0.210  3.208  -1.512
H  -1.942  -2.854  0.981
H  -4.331  -2.315  0.660

Results of the Löwdin charge analysis, in e, for atoms 1 through 2: -0.050 -0.274

C37H47OSn | ωB97M-V/def2-TZVPD

The HOMO-LUMO gap comes out at 4.52 eV. The value obtained for the HOMO energy is -0.0789 hartree. Its net charge is -1.

Geometry (Å):
C  3.951  -2.981  2.761
C  2.672  -3.217  3.283
C  1.659  -2.262  3.141
C  1.921  -1.025  2.502
C  0.854  -0.026  2.299
C  -0.449  -0.468  2.126
C  -1.602  0.339  1.901
C  -2.935  -0.147  2.333
C  -3.953  0.788  2.605
C  -5.276  0.375  2.790
C  -5.594  -0.994  2.741
C  -4.572  -1.936  2.561
C  -3.249  -1.517  2.371
C  1.224  1.396  2.351
C  0.619  2.355  1.517
C  0.909  3.712  1.656
C  1.899  4.132  2.557
C  2.580  3.183  3.332
C  2.238  1.840  3.235
C  3.223  -0.799  2.002
C  4.217  -1.776  2.100
H  4.734  -3.737  2.853
H  2.462  -4.144  3.824
H  0.664  -2.453  3.554
H  -0.591  -1.544  2.095
H  -1.499  1.421  1.883
H  -3.709  1.854  2.663
H  -6.062  1.124  2.943
H  -6.638  -1.313  2.797
H  -4.811  -3.002  2.540
H  -2.469  -2.264  2.235
H  -0.027  2.012  0.710
H  0.351  4.438  1.056
H  2.143  5.191  2.639
H  3.361  3.495  4.030
H  2.766  1.107  3.848
H  3.441  0.147  1.506
H  5.200  -1.581  1.677
C  3.085  -2.014  -4.001
C  2.272  -1.013  -4.815
C  1.690  0.111  -3.956
C  0.859  1.103  -4.777
Sn  -0.095  2.647  -3.620
C  1.435  3.829  -2.653
C  2.293  3.003  -1.678
C  3.720  2.777  -2.174
C  4.548  1.938  -1.204
C  -1.168  3.851  -5.065
C  -2.264  3.124  -5.873
C  -3.682  3.596  -5.545
C  -4.762  2.859  -6.333
C  -1.115  1.931  -1.893
C  -2.300  2.413  -1.349
C  -2.710  1.519  -0.353
C  -1.737  0.516  -0.224
O  -0.719  0.827  -1.139
H  3.462  -2.808  -4.652
H  3.944  -1.535  -3.517
H  2.466  -2.478  -3.224
H  2.893  -0.578  -5.607
H  1.443  -1.532  -5.309
H  1.057  -0.327  -3.169
H  2.504  0.638  -3.434
H  1.477  1.625  -5.525
H  0.034  0.592  -5.296
H  2.025  4.307  -3.447
H  0.850  4.587  -2.115
H  2.320  3.510  -0.701
H  1.818  2.029  -1.472
H  3.706  2.299  -3.163
H  4.196  3.756  -2.316
H  5.585  1.875  -1.550
H  4.546  2.382  -0.201
H  4.162  0.913  -1.122
H  -1.558  4.712  -4.509
H  -0.366  4.195  -5.734
H  -2.081  3.289  -6.946
H  -2.199  2.036  -5.723
H  -3.868  3.478  -4.471
H  -3.753  4.669  -5.759
H  -5.745  3.281  -6.111
H  -4.593  2.939  -7.411
H  -4.793  1.798  -6.071
H  -2.861  3.277  -1.708
H  -3.587  1.613  0.269
H  -1.821  -0.548  -0.015

Results of the Löwdin charge analysis, in e, for atoms 1 through 2: -0.131 -0.110

C24H29Br36ClI2N2O3P | ωB97M-V/def2-TZVPD

The HOMO-LUMO gap comes out at 6.98 eV. The value obtained for the HOMO energy is -0.4102 hartree. Its net charge is +1.

Geometry (Å):
C  -2.460  5.337  1.410
C  -2.895  4.864  -0.012
C  -3.155  3.326  0.095
N  -2.171  2.569  -0.731
C  -1.812  1.363  -0.195
C  -0.658  0.696  -0.729
C  -0.277  -0.546  -0.258
C  0.899  -1.308  -0.835
O  0.621  -2.348  -1.457
O  2.215  -0.951  -0.729
C  2.658  -0.999  0.635
I  3.240  -3.021  1.196
C  3.956  -0.099  0.692
C  3.538  1.291  0.129
I  4.557  0.027  2.752
C  -1.044  -1.130  0.794
C  -2.117  -0.479  1.270
P  -3.041  -1.366  2.645
O  -2.404  -0.701  4.021
Cl  -5.023  -0.751  2.611
N  -2.484  0.735  0.763
H  -2.525  6.426  1.508
H  -3.143  4.918  2.174
H  -1.456  4.944  1.661
H  -2.128  5.075  -0.772
H  -3.807  5.401  -0.319
H  -4.150  3.122  -0.342
H  -3.151  3.050  1.164
H  -1.313  3.122  -0.780
H  -0.050  1.138  -1.523
H  1.911  -0.584  1.333
H  4.736  -0.534  0.028
H  2.573  1.605  0.570
H  4.326  2.030  0.327
H  3.389  1.229  -0.962
H  -0.796  -2.109  1.215
H  -2.579  0.256  4.039
H  -3.328  1.145  1.156
C  -1.091  -3.692  5.394
Br  -2.469  -4.370  4.228
Br  -0.816  -4.833  6.923
Br  0.553  -3.367  4.430
H  -1.434  -2.736  5.769
C  5.901  -1.415  -3.164
Br  4.114  -2.011  -2.809
Br  6.630  -0.519  -1.612
Br  7.038  -2.841  -3.783
H  5.846  -0.687  -3.963
C  -2.606  -8.534  7.040
Br  -4.307  -7.980  7.757
Br  -2.099  -10.285  7.664
Br  -2.576  -8.425  5.113
H  -1.864  -7.837  7.406
C  4.390  5.782  1.470
Br  2.680  6.574  1.896
Br  4.616  4.042  2.273
Br  4.710  5.713  -0.432
H  5.152  6.425  1.893
C  -0.191  -4.972  -4.079
Br  -1.539  -5.609  -5.305
Br  -0.158  -6.016  -2.456
Br  1.550  -4.882  -4.904
H  -0.463  -3.962  -3.802
C  -7.055  5.550  -0.091
Br  -6.443  7.303  0.424
Br  -6.062  4.865  -1.597
Br  -7.030  4.316  1.393
H  -8.086  5.650  -0.407
C  3.265  -7.682  1.405
Br  2.206  -7.370  -0.177
Br  3.138  -6.206  2.643
Br  2.828  -9.359  2.247
H  4.298  -7.744  1.088
C  -0.390  -0.600  -4.869
Br  -1.696  0.804  -4.608
Br  0.404  -1.153  -3.165
Br  -1.109  -2.109  -5.815
H  0.400  -0.184  -5.486
C  1.267  8.419  -2.127
Br  3.017  9.179  -1.870
Br  1.330  6.485  -2.155
Br  0.003  9.081  -0.831
H  0.920  8.737  -3.101
C  -5.133  1.883  -6.912
Br  -6.206  2.213  -8.476
Br  -5.220  3.352  -5.659
Br  -5.582  0.206  -6.074
H  -4.104  1.808  -7.241
C  8.778  5.218  -0.266
Br  7.892  5.523  -1.950
Br  8.563  6.714  0.933
Br  8.210  3.562  0.548
H  9.836  5.125  -0.473
C  -2.846  -8.778  1.151
Br  -3.542  -7.016  0.773
Br  -4.233  -10.115  1.116
Br  -1.382  -9.229  -0.020
H  -2.452  -8.754  2.158

Results of the Löwdin charge analysis, in e, for atoms 1 through 2: -0.092 -0.220

C8H8NS2 | ωB97M-V/def2-TZVPD

For the relative energy (zero: lowest compared OMol25 entry of this formula, charge and spin), the calculation gives 0.0 kJ/mol. The HOMO-LUMO gap comes out at 9.39 eV. The value obtained for the HOMO energy is -0.4843 hartree. Its net charge is +1.

Geometry (Å):
C  1.480  1.754  -0.032
C  2.787  1.882  0.305
C  -0.292  -0.128  -0.280
C  -0.258  -1.502  -0.247
C  1.974  -0.449  0.111
C  -2.170  1.143  0.601
C  -1.420  0.819  -0.410
C  -1.316  -2.572  -0.284
N  1.037  0.442  -0.095
S  3.473  0.253  0.520
S  1.419  -2.072  0.074
H  0.826  2.527  -0.316
H  3.406  2.732  0.167
H  -2.988  1.783  0.560
H  -1.957  0.630  1.559
H  -1.439  1.410  -1.306
H  -1.482  -2.762  0.731
H  -2.243  -2.436  -0.916
H  -0.837  -3.455  -0.740

Results of the Löwdin charge analysis, in e, for atoms 1 through 2: -0.094 -0.255

C5H2Br6O | ωB97M-V/def2-TZVPD

For the relative energy (zero: lowest compared OMol25 entry of this formula, charge and spin), the calculation gives 25.8 kJ/mol. The HOMO-LUMO gap (spin up / spin down) comes out at 6.66 / 6.67 eV. Its multiplicity is 3. The value obtained for the HOMO energy (spin up / spin down) is -0.2528 / -0.3682 hartree.

Geometry (Å):
C  -0.899  1.154  0.782
C  -0.220  -0.059  0.117
C  -2.305  1.255  0.237
C  -1.222  -1.200  0.206
C  -2.462  -0.793  -0.581
O  -0.385  1.846  1.574
Br  -2.367  2.366  -1.217
Br  -3.693  1.444  1.436
Br  -1.574  -1.644  2.058
Br  -0.335  -2.794  -0.631
Br  -2.197  -0.685  -2.477
Br  -4.063  -1.583  -0.098
H  0.122  0.354  -0.792
H  0.611  -0.417  0.591

Results of the Löwdin charge analysis, in e, for atoms 1 through 2: -0.608 -0.249

C3H9NO3 | ωB97M-V/def2-TZVPD

For the relative energy (zero: lowest compared OMol25 entry of this formula, charge and spin), the calculation gives 133.0 kJ/mol. The HOMO-LUMO gap comes out at 9.99 eV. The value obtained for the HOMO energy is -0.3515 hartree.

Geometry (Å):
H  1.068  0.422  -1.242
O  1.553  1.368  -1.494
N  0.555  -0.685  -0.710
H  1.486  1.805  -2.349
H  1.358  -1.281  -0.684
H  -0.150  -0.982  -1.386
C  -0.036  -0.451  0.630
H  0.638  -0.753  1.419
C  -0.325  1.052  0.898
O  -1.269  1.349  1.593
O  0.524  1.919  0.432
H  0.971  1.676  -0.460
C  -1.340  -1.234  0.786
H  -1.190  -2.297  0.759
H  -1.772  -1.007  1.752
H  -2.072  -0.899  0.056

Results of the Löwdin charge analysis, in e, for atoms 1 through 2: -0.010 -0.061